No. 1
Molecular formula: C36H41KN5O2S2
Method: DFT, ωB97M-V with the def2-TZVPD basis set

Output
E = -3217.15141 hartree
spin multiplicity = 1
total charge = -1
frontier orbital gap = 0.225 Eh
HOMO energy = -3.8 eV
strongest force on any atom = 0.0069 Eh/bohr

```
87
Properties=species:S:1:pos:R:3:forces:R:3:mulliken_charge:R:1
K -0.1738 -0.5467 -0.5008 0.234 0.028 -0.268 1.14
C -1.2901 0.7778 3.7688 -0.028 0.010 0.064 -0.80
C -0.3737 0.8589 2.7033 0.111 -0.081 0.001 -0.28
N 0.2373 -0.1856 2.2003 -0.088 0.037 -0.169 -0.26
C -0.0327 -1.4231 2.6929 -0.127 0.056 0.223 0.20
C -0.9072 -1.6002 3.7980 0.141 0.064 -0.116 1.04
C -1.5362 -0.4451 4.3178 0.008 -0.020 0.024 -0.84
C -1.1542 -2.8898 4.3194 0.003 -0.034 0.017 -0.86
C -0.5530 -3.9652 3.7208 0.028 0.069 -0.041 -0.86
C 0.2888 -3.8163 2.6088 -0.007 -0.021 0.020 -0.68
C 0.5710 -2.5711 2.0391 0.041 -0.170 0.006 0.28
N 1.2325 -2.3694 0.8714 0.025 -0.041 0.009 0.43
C 2.1564 -3.2160 0.3868 -0.061 -0.034 0.095 0.03
C 3.0010 -4.0385 1.1486 0.073 -0.007 -0.043 -0.66
C 4.0176 -4.8110 0.5768 -0.080 0.055 0.000 -0.78
C 4.2429 -4.8293 -0.7770 0.034 -0.028 0.053 -1.15
C 3.4245 -4.0321 -1.6046 -0.102 0.083 -0.013 1.26
C 3.6004 -3.9874 -3.0071 0.035 -0.028 0.009 -0.72
C 2.7901 -3.2094 -3.7787 -0.017 0.022 -0.041 -0.97
C 1.7882 -2.4544 -3.1395 -0.025 -0.008 0.069 -0.30
N 1.5964 -2.4534 -1.8436 0.009 -0.064 0.054 0.13
C 2.3868 -3.2329 -1.0528 0.023 -0.002 -0.060 -0.32
H -1.7862 1.6706 4.1261 -0.001 -0.003 -0.004 0.40
H -0.1396 1.8172 2.2484 -0.031 0.010 0.007 0.42
H -2.2385 -0.5597 5.1362 0.010 0.016 -0.003 0.36
H -1.8226 -3.0042 5.1648 0.009 -0.008 -0.009 0.39
H -0.7396 -4.9656 4.0961 -0.008 0.000 0.006 0.34
H 0.6940 -4.7048 2.1429 0.002 0.011 -0.004 0.54
H 2.8825 -4.0430 2.2238 -0.004 0.007 -0.005 0.60
H 4.6421 -5.4059 1.2344 0.013 -0.008 -0.013 0.37
H 5.0276 -5.4297 -1.2210 0.000 -0.002 0.018 0.35
H 4.3917 -4.5842 -3.4483 -0.010 0.009 -0.018 0.40
H 2.9019 -3.1580 -4.8539 0.009 -0.011 0.001 0.39
H 1.1243 -1.8274 -3.7302 0.013 -0.001 0.006 0.56
C -3.0413 4.5715 -3.5030 -0.005 -0.023 0.030 -0.97
C -2.7113 4.7626 -2.0265 0.008 0.002 -0.041 -0.93
N -3.3019 3.7516 -1.1670 -0.029 -0.014 -0.007 0.26
C -4.6281 4.0201 -0.6219 -0.007 -0.034 -0.007 -0.55
C -5.7534 3.2704 -1.3274 0.033 0.006 -0.007 -0.99
C -2.6693 2.5704 -0.8844 -0.038 0.026 -0.103 -0.02
S -1.1369 2.2666 -1.5792 0.031 0.045 0.065 -0.36
N -3.3455 1.8158 -0.0106 -0.073 -0.136 0.134 -0.07
C -3.2158 0.4902 0.1328 0.097 0.140 -0.144 -0.33
O -2.6560 -0.3165 -0.6241 -0.340 0.001 0.108 -0.93
C -3.8956 -0.0555 1.3719 0.027 0.000 0.064 0.52
C -4.7193 0.7342 2.1707 0.024 -0.004 0.017 0.46
C -5.3010 0.2102 3.3156 0.017 -0.012 -0.014 -0.80
C -5.0611 -1.1105 3.6788 -0.001 0.010 -0.030 -0.48
C -4.2421 -1.9027 2.8874 -0.017 0.004 -0.044 -0.60
C -3.6666 -1.3768 1.7388 -0.017 -0.023 -0.001 -0.42
H -2.5453 5.3358 -4.1058 -0.002 -0.002 -0.001 0.39
H -4.1165 4.6384 -3.6827 0.012 0.000 -0.006 0.30
H -2.6889 3.5915 -3.8256 -0.008 0.016 -0.010 0.22
H -3.0731 5.7351 -1.6830 0.010 0.012 0.004 0.37
H -1.6322 4.7328 -1.8918 0.009 0.000 0.014 0.45
H -4.7948 5.0959 -0.7012 0.009 0.015 0.000 0.39
H -4.6281 3.7557 0.4352 0.008 -0.001 0.009 0.28
H -5.8029 3.5377 -2.3843 -0.001 -0.015 0.005 0.30
H -6.7158 3.5095 -0.8680 0.007 0.002 0.004 0.35
H -5.5866 2.1976 -1.2439 -0.016 -0.003 -0.014 0.19
H -4.8844 1.7624 1.8790 0.000 -0.005 0.006 0.36
H -5.9413 0.8327 3.9295 -0.001 0.004 0.000 0.38
H -5.5100 -1.5178 4.5772 -0.001 -0.001 0.001 0.40
H -4.0315 -2.9270 3.1693 -0.005 0.009 0.006 0.39
H -3.0205 -1.9842 1.1179 -0.005 0.010 -0.005 0.37
C 5.6744 0.8029 1.0998 -0.066 -0.018 -0.010 -1.37
C 5.1895 0.0266 -0.1214 0.049 -0.011 0.017 -0.55
C 3.6761 -0.1473 -0.1599 -0.100 -0.048 -0.009 0.61
S 2.7821 1.2441 -0.8876 0.147 0.095 0.082 0.62
O 3.5137 2.4903 -0.4957 -0.048 -0.030 -0.078 -0.72
C 3.2105 0.9104 -2.6414 -0.082 0.052 0.025 -0.37
C 3.3693 2.2236 -3.3934 -0.091 0.019 -0.023 -0.68
C 2.0386 2.9492 -3.5817 0.071 -0.045 0.037 -1.01
H 6.7616 0.9022 1.0956 0.002 -0.002 -0.006 0.41
H 5.3873 0.2840 2.0176 0.004 0.010 -0.007 0.33
H 5.2300 1.7965 1.1125 0.017 0.002 0.014 0.30
H 5.6340 -0.9722 -0.1241 0.023 0.000 -0.012 0.49
H 5.5333 0.5252 -1.0322 0.007 0.004 0.008 0.24
H 3.2495 -0.2812 0.8367 0.004 -0.019 -0.007 0.51
H 3.3723 -1.0126 -0.7508 0.006 0.024 0.041 -0.93
H 2.3704 0.3367 -3.0409 0.036 -0.064 0.037 -0.01
H 4.1041 0.2877 -2.6897 0.056 0.069 0.027 0.52
H 3.8260 2.0073 -4.3629 0.001 0.013 -0.016 0.37
H 4.0613 2.8585 -2.8375 0.022 -0.010 -0.005 0.31
H 1.3375 2.3425 -4.1595 -0.010 0.010 0.013 0.26
H 2.1778 3.8969 -4.1039 0.002 -0.001 -0.006 0.42
H 1.5669 3.1655 -2.6214 -0.006 0.014 -0.027 0.21
```
Positions in Å, forces in eV/Å.


No. 2
Molecular formula: C29H21BrCuIN5O3
Method: DFT, ωB97M-V with the def2-TZVPD basis set

Output
E = -6129.35838 hartree
<S²> = 0.75
spin multiplicity = 2
total charge = 0
frontier orbital gap (alpha / beta) = 0.253 / 0.220 Eh
HOMO energy (alpha / beta) = -7.4 / -7.4 eV
strongest force on any atom = 0.0231 Eh/bohr

```
61
Properties=species:S:1:pos:R:3:forces:R:3:nbo_charge:R:1
Cu -0.3355 0.8038 -0.9567 1.126 0.380 0.016 1.38
C 2.7292 3.6678 -2.2467 -0.079 -0.011 0.068 -0.65
C 1.4923 4.2198 -1.6126 -0.109 -0.157 -0.074 0.17
N 1.5148 5.4159 -1.0825 0.209 0.041 -0.111 -0.40
C 0.4276 5.9062 -0.4587 -0.176 -0.080 0.033 -0.03
C -0.7494 5.2128 -0.3516 0.027 0.030 0.162 -0.05
C -1.9081 5.7750 0.4324 0.083 0.059 -0.118 -0.09
O -2.3715 4.8942 1.4539 -0.075 -0.057 -0.008 -0.73
C -0.8080 3.9122 -0.9025 0.447 -0.204 -0.159 -0.25
C -2.0224 3.1514 -0.8121 -0.168 -0.055 -0.105 0.22
N -2.0937 1.8648 -0.8170 0.344 -0.238 0.032 -0.62
C -3.3494 1.2483 -0.6542 -0.447 -0.045 0.131 0.17
C -4.2337 1.6826 0.3370 0.152 0.007 -0.043 -0.25
C -5.4468 1.0452 0.5288 -0.029 -0.019 0.004 -0.18
C -5.7941 -0.0463 -0.2538 -0.015 0.014 0.002 -0.21
C -4.9303 -0.4883 -1.2441 -0.030 -0.062 -0.001 -0.24
C -3.7235 0.1602 -1.4402 0.406 0.001 -0.318 -0.19
I -2.4554 -0.4330 -3.0205 -0.321 0.115 0.080 0.17
C 0.3301 3.3707 -1.5540 -0.396 0.596 0.179 0.44
O 0.3379 2.2093 -2.1181 -0.267 -0.353 0.186 -0.76
H 3.5259 4.4059 -2.2115 -0.014 0.018 -0.005 0.23
H 2.5439 3.3578 -3.2763 -0.006 0.004 0.016 0.23
H 3.0168 2.7757 -1.6898 0.096 -0.091 -0.062 0.24
H 0.5371 6.8923 -0.0199 -0.038 -0.020 0.013 0.19
H -2.7702 5.9484 -0.2160 -0.017 0.002 0.052 0.18
H -1.6168 6.7384 0.8586 -0.030 0.028 -0.054 0.18
H -1.6538 4.7471 2.0789 0.049 0.007 -0.030 0.47
H -2.9532 3.7163 -0.7738 -0.042 -0.055 0.167 0.19
H -3.9395 2.5143 0.9665 -0.005 -0.003 0.009 0.24
H -6.1167 1.3963 1.3024 0.006 -0.009 0.000 0.22
H -6.7363 -0.5554 -0.1017 0.004 0.006 0.015 0.22
H -5.1975 -1.3344 -1.8626 0.006 0.029 -0.028 0.23
Br -0.1015 -4.9980 4.9666 0.050 -0.010 -0.048 0.05
C 1.1410 -4.9428 3.5342 -0.055 -0.014 0.018 -0.09
C 1.2730 -6.0393 2.6997 -0.085 -0.035 0.075 -0.23
C 2.1757 -5.9914 1.6515 0.137 0.173 -0.145 -0.23
C 2.9193 -4.8376 1.4066 -0.512 0.224 0.650 0.14
C 2.7924 -3.7512 2.2817 0.163 -0.215 -0.116 -0.24
C 1.9102 -3.8054 3.3439 -0.011 0.027 0.024 -0.22
N 3.8805 -4.8800 0.3750 0.563 0.022 -0.233 -0.19
N 4.1669 -3.9065 -0.3504 0.370 -0.780 -0.277 -0.10
C 3.4155 -2.7429 -0.4523 -0.501 0.871 0.140 -0.02
C 4.1254 -1.5580 -0.6093 -0.132 -0.610 0.167 -0.13
C 3.5193 -0.3116 -0.5426 -0.314 0.367 0.093 -0.32
C 2.1353 -0.1905 -0.3751 0.369 -0.265 0.078 0.37
O 1.5072 0.9115 -0.1711 -0.437 0.031 -0.344 -0.76
C 1.3690 -1.4134 -0.4480 0.297 -0.110 0.033 0.15
N 0.0267 -1.2514 -0.5171 -0.520 0.227 0.116 -0.56
C -0.7467 -2.3178 -0.5146 -0.041 0.135 -0.032 0.06
C -0.2273 -3.6147 -0.5368 0.160 -0.155 -0.003 -0.26
C 1.1326 -3.7965 -0.5460 -0.279 0.006 -0.088 -0.12
C 1.9862 -2.6818 -0.4497 0.142 0.108 -0.147 -0.10
H 0.6833 -6.9285 2.8756 0.000 0.006 -0.007 0.23
H 2.3008 -6.8425 0.9941 0.036 -0.025 0.022 0.23
H 3.4013 -2.8695 2.1354 -0.021 0.032 -0.009 0.23
H 1.8169 -2.9635 4.0163 -0.005 -0.020 0.008 0.23
H 5.2014 -1.6351 -0.7048 0.009 0.001 -0.007 0.23
H 4.1180 0.5879 -0.5890 -0.024 0.028 0.024 0.23
H -1.8161 -2.1505 -0.5354 0.006 0.003 -0.006 0.21
H -0.8974 -4.4620 -0.5769 -0.027 0.028 -0.012 0.23
H 1.5414 -4.7925 -0.6430 -0.032 0.069 -0.021 0.23
```
Positions in Å, forces in eV/Å.


No. 3
Molecular formula: C50H62AsN3OPtSi
Method: DFT, ωB97M-V with the def2-TZVPD basis set

Output
E = -4826.48248 hartree
spin multiplicity = 1
total charge = 0
frontier orbital gap (alpha / beta) = 0.205 / 0.204 Eh
HOMO energy (alpha / beta) = -6.6 / -6.5 eV
strongest force on any atom = 0.0441 Eh/bohr

```
119
Properties=species:S:1:pos:R:3:forces:R:3:mulliken_charge:R:1
Pt -0.1410 0.7024 -0.4271 -1.767 1.311 -0.552 2.03
C -1.4005 1.7421 -1.7118 0.977 0.380 0.284 -1.31
Si -0.6871 3.4375 -2.0494 0.154 0.338 0.079 -0.42
C -0.3528 4.2421 -0.3262 -0.352 -0.076 -0.857 -1.57
N -0.1847 3.1970 0.6935 0.141 -1.363 -0.653 1.59
C -1.2195 3.2382 1.7272 -0.544 -0.303 0.466 -0.68
C -0.8793 4.1789 2.9055 0.057 0.149 -0.197 -0.67
C 0.1793 5.2088 2.5223 0.039 -0.015 0.178 -0.64
C 1.4617 4.5045 2.0720 -0.190 0.025 -0.167 -0.97
C 1.1362 3.2066 1.2976 0.729 0.125 0.344 -0.28
C 0.9816 3.4850 -2.9559 -0.623 -0.346 0.296 0.35
C 1.6778 2.3412 -3.3260 -0.143 -0.087 0.029 -0.07
C 2.8994 2.4362 -3.9713 0.207 -0.106 -0.108 -0.60
C 3.4568 3.6781 -4.2248 0.054 -0.062 -0.062 -0.56
C 2.7723 4.8279 -3.8663 0.030 0.131 0.018 -0.74
C 1.5392 4.7259 -3.2527 -0.080 0.090 0.115 -0.14
C -1.8170 4.5500 -3.1042 0.195 -0.334 0.366 0.47
C -1.7530 4.4771 -4.4932 0.150 -0.105 -0.049 -0.32
C -2.5841 5.2363 -5.2957 -0.072 0.061 -0.152 -0.66
C -3.5008 6.1014 -4.7202 -0.031 -0.017 -0.038 -0.50
C -3.5948 6.1736 -3.3418 -0.184 0.175 0.023 -0.75
C -2.7685 5.3987 -2.5487 0.092 -0.045 0.155 -0.34
H -1.5307 1.2103 -2.6548 -0.055 -0.068 -0.009 0.56
H -2.3791 1.8122 -1.2277 -0.071 0.018 0.018 0.83
H -1.1832 4.8940 -0.0564 0.006 0.067 0.064 0.55
H 0.5361 4.8713 -0.3749 0.053 0.042 -0.064 0.47
H -1.3793 2.2225 2.0963 0.022 0.175 -0.031 -0.15
H -2.1487 3.5430 1.2465 -0.011 0.018 -0.032 0.65
H -0.4952 3.5995 3.7455 -0.052 -0.070 0.058 0.18
H -1.7831 4.6837 3.2484 -0.036 -0.085 0.039 0.41
H 0.3947 5.8534 3.3760 -0.034 0.055 -0.034 0.56
H -0.1973 5.8477 1.7243 0.002 0.072 0.015 0.15
H 2.0669 4.2388 2.9414 0.034 0.028 -0.021 0.45
H 2.0557 5.1827 1.4562 0.052 -0.045 0.042 0.32
H 1.1847 2.3577 1.9870 0.024 -0.029 -0.152 -0.46
H 1.8821 3.0562 0.5146 -0.044 -0.155 0.059 0.43
H 1.2545 1.3691 -3.0991 0.068 -0.080 -0.029 0.25
H 3.4220 1.5402 -4.2756 0.042 -0.083 0.042 0.46
H 4.4220 3.7539 -4.7041 0.066 -0.020 -0.068 0.38
H 3.1986 5.8009 -4.0636 0.038 0.071 -0.049 0.42
H 0.9906 5.6231 -2.9964 -0.004 0.156 0.014 0.43
H -1.0318 3.8144 -4.9511 0.102 -0.048 -0.116 0.37
H -2.5224 5.1592 -6.3723 0.049 -0.011 -0.062 0.41
H -4.1418 6.7101 -5.3425 -0.041 0.021 -0.033 0.38
H -4.3165 6.8365 -2.8852 -0.044 0.043 0.040 0.40
H -2.8630 5.4570 -1.4742 -0.064 0.075 0.163 0.26
C -0.4292 0.6495 4.1578 0.112 -0.062 0.318 -0.26
O -0.8996 0.2633 2.8893 -0.132 0.165 -0.359 -0.46
H -1.3026 0.8837 4.7648 0.001 0.103 0.007 0.33
H 0.2188 1.5277 4.1015 0.020 0.085 0.069 0.08
H 0.1201 -0.1576 4.6483 0.014 0.006 0.019 0.01
H -0.1594 0.2024 2.2628 -0.117 0.113 0.209 -0.58
N -0.9876 -1.3657 -1.9619 0.571 0.508 0.420 0.53
C -2.2923 -1.1750 -2.4108 -0.783 0.084 -0.305 -0.65
C -3.3235 -0.9670 -1.4949 0.246 0.031 0.005 0.64
C -4.5993 -0.6943 -1.9413 -0.064 -0.018 -0.056 -1.04
C -4.8641 -0.6150 -3.3007 -0.096 0.083 -0.098 -0.56
C -3.8433 -0.8128 -4.2137 -0.134 0.009 0.015 -0.74
C -2.5670 -1.1043 -3.7733 0.262 -0.035 0.197 -0.15
H -0.3357 -1.5680 -2.7082 0.146 -0.128 0.197 0.09
H -0.9103 -2.0122 -1.1850 0.088 -0.008 -0.223 -0.64
H -3.0903 -0.9676 -0.4382 0.007 -0.028 0.092 0.51
H -5.3929 -0.5155 -1.2299 -0.027 -0.015 0.072 0.43
H -5.8562 -0.3739 -3.6457 -0.151 0.006 -0.042 0.40
H -4.0364 -0.7359 -5.2729 -0.040 -0.012 -0.102 0.42
H -1.7631 -1.2593 -4.4807 0.057 -0.010 -0.093 0.44
C 1.6407 -3.1454 7.0526 -0.004 -0.033 -0.005 -1.74
C 1.2213 -2.7846 5.6609 -0.007 0.076 -0.017 0.70
C 2.0661 -2.0908 4.8103 -0.094 -0.054 -0.024 -1.42
C 1.7031 -1.7822 3.5024 -0.012 0.145 -0.136 0.98
C 2.6463 -0.9449 2.6844 0.139 -0.096 -0.004 -0.65
C 0.4727 -2.2301 3.0107 0.050 -0.142 0.015 -0.17
As -0.2580 -2.0786 1.1800 -0.047 -0.876 0.308 1.69
N 0.9001 -0.9439 0.3295 -0.738 0.215 0.362 0.05
C 1.9348 -1.1082 -0.5323 1.260 -0.278 -0.326 0.63
C 2.3185 -2.3193 -1.1425 -0.456 0.140 0.239 -0.28
C 3.4291 -2.3780 -1.9581 0.336 0.209 -0.207 -0.69
C 4.2007 -1.2509 -2.2007 0.146 -0.092 -0.170 -0.99
C 3.8248 -0.0383 -1.6370 0.086 -0.088 -0.026 -0.63
C 2.7161 0.0369 -0.8286 -0.019 -0.143 0.185 -0.72
C -0.0093 -4.0184 0.6049 0.027 0.391 0.022 0.43
C -1.0586 -4.6194 -0.1052 -0.079 0.117 0.030 0.74
C -2.4266 -4.0092 -0.2616 0.024 0.036 0.048 -2.46
C -0.8946 -5.8797 -0.6726 0.126 -0.049 -0.027 -0.87
C 0.2715 -6.6078 -0.5172 -0.180 0.099 -0.021 0.49
C 0.4366 -7.9575 -1.1523 -0.037 0.032 0.075 -1.60
C 1.2527 -6.0592 0.2927 0.025 0.043 -0.002 -1.03
C 1.1321 -4.7936 0.8493 0.227 -0.159 0.120 1.23
C 2.2460 -4.3227 1.7312 0.106 -0.081 0.012 -0.87
C -0.4209 -2.8504 3.8923 -0.004 0.004 -0.088 0.61
C -1.8087 -3.2001 3.4480 -0.150 -0.012 -0.047 -1.65
C -0.0403 -3.1231 5.1952 0.182 0.087 0.022 -1.37
H 2.5732 -2.6535 7.3192 0.057 -0.003 0.066 0.41
H 1.7844 -4.2235 7.1254 0.045 -0.049 0.111 0.30
H 0.8764 -2.8601 7.7741 -0.011 -0.009 0.083 0.37
H 3.0400 -1.7854 5.1722 0.063 0.081 0.002 0.31
H 3.5504 -0.7149 3.2464 0.000 -0.007 0.093 0.54
H 2.1770 -0.0054 2.3883 0.054 0.027 -0.081 -0.32
H 2.9423 -1.4522 1.7685 0.070 0.147 -0.041 -0.03
H 1.7270 -3.2105 -0.9776 0.035 0.034 0.009 0.30
H 3.7013 -3.3167 -2.4191 0.016 -0.125 -0.005 0.48
H 5.0845 -1.3113 -2.8189 0.031 -0.029 -0.081 0.37
H 4.4068 0.8540 -1.8219 0.049 0.058 -0.024 0.59
H 2.4267 0.9839 -0.3762 0.111 -0.099 -0.020 0.44
H -2.5620 -3.1425 0.3859 -0.103 -0.072 -0.159 0.11
H -3.1663 -4.7644 0.0070 -0.096 0.075 -0.006 0.64
H -2.6147 -3.7275 -1.2987 -0.089 0.103 0.014 0.50
H -1.7143 -6.2914 -1.2494 -0.056 -0.069 -0.037 0.47
H 0.0563 -7.9591 -2.1735 -0.010 -0.021 -0.007 0.39
H -0.1217 -8.7045 -0.5852 0.035 -0.086 -0.045 0.30
H 1.4844 -8.2501 -1.1723 0.019 -0.067 -0.001 0.37
H 2.1509 -6.6248 0.4976 0.128 -0.077 -0.023 0.40
H 3.0978 -4.9985 1.6846 0.039 -0.052 -0.095 0.53
H 1.9088 -4.2856 2.7667 0.087 0.061 -0.007 0.22
H 2.5834 -3.3342 1.4339 0.046 0.040 0.060 -0.13
H -1.8015 -4.0303 2.7385 -0.066 -0.035 -0.037 0.19
H -2.2672 -2.3370 2.9582 -0.074 -0.077 0.027 0.20
H -2.4259 -3.4805 4.2967 -0.062 -0.085 0.080 0.51
H -0.7378 -3.6038 5.8656 -0.145 -0.104 0.073 0.43
```
Positions in Å, forces in eV/Å.